{"formula": "C6H7N", "method": "wB97M-V/def2-TZVPD", "orbital_gap_ev": [7.622, 7.778], "relative_energy_ev": 4.860, "homo_energy_ev": [-8.699, -9.046], "spin_multiplicity": 1, "elements": ["N", "C", "C", "C", "C", "C", "C", "H", "H", "H", "H", "H", "H", "H"], "xyz": [[-0.05, 3.69, -0.30], [-0.08, 2.56, -0.04], [-0.17, 1.13, 0.26], [1.00, 0.29, -0.28], [0.79, -1.19, -0.06], [-0.40, -1.83, -0.06], [-1.66, -1.21, -0.32], [-0.27, 0.99, 1.34], [1.11, 0.48, -1.36], [1.94, 0.60, 0.19], [1.68, -1.76, 0.18], [-0.38, -2.89, 0.24], [-1.10, 0.75, -0.20], [-2.40, -1.60, 0.41]], "lowdin_charge": [0.137, -0.222, -0.202, -0.184, -0.090, -0.232, 0.120, 0.131, 0.131, 0.115, 0.105, 0.101, 0.067, 0.022]}



{"formula": "C3H5NO3", "method": "wB97M-V/def2-TZVPD", "orbital_gap_ev": 10.819, "relative_energy_ev": 0.680, "smiles": "NC(=O)COC=O", "homo_energy_ev": -10.117, "spin_multiplicity": 1, "elements": ["N", "C", "O", "C", "O", "C", "O", "H", "H", "H", "H", "H"], "xyz": [[0.64, 1.36, 0.48], [1.10, 0.21, -0.10], [2.13, 0.12, -0.74], [0.24, -1.01, 0.18], [-1.12, -0.68, 0.48], [-1.81, -0.26, -0.59], [-1.37, -0.15, -1.70], [1.05, 2.23, 0.19], [-0.26, 1.37, 0.93], [0.29, -1.67, -0.68], [0.62, -1.53, 1.07], [-2.84, -0.02, -0.29]], "lowdin_charge": [0.181, -0.527, 0.071, -0.082, -0.040, -0.343, 0.099, 0.118, 0.097, 0.137, 0.141, 0.149]}



{"formula": "C20H47O10P", "method": "wB97M-V/def2-TZVPD", "orbital_gap_ev": 9.603, "smiles": "O=C1OC[C@@H](P(=O)(O)O)[C@@H]1O.CCOCC.CCOCC.CCOCC.CCOCC", "homo_energy_ev": -9.347, "spin_multiplicity": 1, "elements": ["O", "C", "O", "C", "C", "P", "O", "O", "O", "C", "O", "H", "H", "H", "H", "H", "H", "H", "C", "C", "O", "C", "C", "H", "H", "H", "H", "H", "H", "H", "H", "H", "H", "C", "C", "O", "C", "C", "H", "H", "H", "H", "H", "H", "H", "H", "H", "H", "C", "C", "O", "C", "C", "H", "H", "H", "H", "H", "H", "H", "H", "H", "H", "C", "C", "O", "C", "C", "H", "H", "H", "H", "H", "H", "H", "H", "H", "H"], "xyz": [[0.61, 0.00, 1.59], [-0.01, 0.72, 0.86], [0.03, 2.06, 0.93], [-0.98, 2.60, 0.02], [-2.01, 1.47, 0.00], [-3.41, 1.66, -1.13], [-3.28, 2.79, -2.03], [-4.67, 1.77, -0.15], [-3.56, 0.28, -1.91], [-1.05, 0.30, -0.18], [-1.58, -0.98, -0.01], [-1.32, 3.56, 0.37], [-0.52, 2.70, -0.96], [-2.38, 1.36, 1.03], [-4.55, 1.37, 0.72], [-3.61, -0.50, -1.34], [-0.58, 0.35, -1.17], [-1.57, -1.21, 0.93], [-6.25, 2.31, -3.87], [-7.05, 1.88, -2.65], [-8.46, 1.98, -2.82], [-9.01, 1.22, -3.87], [-8.78, -0.28, -3.74], [-6.49, 3.34, -4.14], [-5.18, 2.26, -3.64], [-6.43, 1.67, -4.73], [-6.82, 2.54, -1.81], [-6.77, 0.87, -2.35], [-8.65, 1.57, -4.84], [-10.08, 1.43, -3.83], [-7.72, -0.54, -3.80], [-9.30, -0.80, -4.55], [-9.17, -0.65, -2.79], [5.06, -2.22, 0.03], [3.89, -1.27, -0.14], [3.18, -1.43, -1.36], [2.60, -2.71, -1.56], [1.59, -3.09, -0.49], [5.77, -2.12, -0.79], [5.59, -2.00, 0.96], [4.75, -3.27, 0.07], [4.25, -0.24, -0.15], [3.20, -1.36, 0.71], [3.37, -3.48, -1.66], [2.10, -2.63, -2.53], [2.06, -3.19, 0.49], [1.13, -4.05, -0.73], [0.81, -2.34, -0.41], [9.15, 0.53, -1.84], [8.35, -0.16, -0.75], [8.65, -1.53, -0.59], [9.99, -1.84, -0.24], [10.45, -1.23, 1.07], [9.00, 0.02, -2.80], [8.81, 1.56, -1.95], [10.22, 0.55, -1.63], [7.29, -0.13, -0.99], [8.47, 0.38, 0.20], [10.67, -1.56, -1.05], [10.01, -2.93, -0.17], [10.48, -0.14, 1.03], [11.47, -1.57, 1.30], [9.80, -1.53, 1.89], [-3.87, 1.88, 4.95], [-4.02, 0.51, 4.29], [-2.95, 0.16, 3.43], [-1.66, 0.08, 4.05], [-1.56, -0.94, 5.17], [-3.75, 2.66, 4.20], [-4.76, 2.10, 5.54], [-3.01, 1.92, 5.62], [-4.91, 0.51, 3.66], [-4.17, -0.26, 5.05], [-1.34, 1.07, 4.39], [-1.00, -0.19, 3.23], [-2.19, -0.68, 6.02], [-0.53, -0.98, 5.52], [-1.85, -1.93, 4.81]], "lowdin_charge": [0.141, -0.443, 0.051, -0.103, -0.246, 0.444, -0.236, -0.106, -0.095, -0.287, 0.019, 0.139, 0.137, 0.130, 0.075, 0.086, 0.181, 0.109, -0.069, -0.284, -0.159, -0.287, -0.083, 0.085, 0.052, 0.068, 0.112, 0.102, 0.106, 0.117, 0.065, 0.075, 0.079, -0.076, -0.280, -0.162, -0.278, -0.072, 0.072, 0.081, 0.067, 0.116, 0.100, 0.107, 0.117, 0.070, 0.078, 0.061, -0.077, -0.284, -0.169, -0.281, -0.080, 0.083, 0.077, 0.066, 0.108, 0.109, 0.107, 0.118, 0.066, 0.076, 0.081, -0.074, -0.279, -0.186, -0.265, -0.067, 0.080, 0.080, 0.069, 0.114, 0.109, 0.117, 0.088, 0.069, 0.083, 0.084]}



{"formula": "C2HNO2S", "method": "wB97M-V/def2-TZVPD", "orbital_gap_ev": 8.635, "relative_energy_ev": 3.902, "homo_energy_ev": -8.596, "spin_multiplicity": 1, "elements": ["C", "C", "N", "O", "O", "S", "H"], "xyz": [[-1.88, 0.62, -0.07], [1.72, 0.10, -0.03], [-1.05, 0.92, 0.66], [2.20, 1.11, -0.27], [1.23, -0.85, 0.42], [0.44, -2.41, 0.06], [-2.66, 0.51, -0.77]], "lowdin_charge": [-0.042, -0.378, 0.087, 0.281, -0.390, 0.393, 0.049]}



{"formula": "C4H8N", "method": "wB97M-V/def2-TZVPD", "total_charge": 1, "orbital_gap_ev": [8.260, 8.449], "relative_energy_ev": 5.349, "homo_energy_ev": [-14.171, -14.627], "spin_multiplicity": 1, "elements": ["C", "C", "C", "C", "N", "H", "H", "H", "H", "H", "H", "H", "H"], "xyz": [[2.51, -0.16, -0.19], [-0.57, 0.03, -0.20], [-1.20, 1.29, -0.18], [-1.08, -1.22, 0.20], [1.67, 0.69, 0.10], [2.67, -1.15, -0.60], [3.56, 0.16, 0.22], [-1.01, 1.60, 0.92], [-2.24, 1.19, -0.18], [-0.76, 2.18, -0.77], [-2.28, -1.24, 0.22], [-0.70, -1.84, -0.62], [-0.56, -1.53, 1.07]], "lowdin_charge": [-0.103, 0.001, -0.059, -0.040, 0.149, 0.092, 0.138, 0.183, 0.081, 0.149, 0.175, 0.126, 0.108]}



{"formula": "C18H18N2O4S2", "method": "wB97M-V/def2-TZVPD", "orbital_gap_ev": 7.826, "relative_energy_ev": 1.495, "smiles": "Cc1ccc(SCCNC(=O)CN2C(=O)c3ccccc3S2(=O)=O)cc1", "homo_energy_ev": -8.154, "spin_multiplicity": 1, "elements": ["C", "C", "C", "C", "C", "S", "C", "C", "N", "C", "O", "C", "N", "C", "O", "C", "C", "C", "C", "C", "C", "S", "O", "O", "C", "C", "H", "H", "H", "H", "H", "H", "H", "H", "H", "H", "H", "H", "H", "H", "H", "H", "H", "H"], "xyz": [[-2.06, -3.67, 0.82], [-2.66, -2.32, 0.62], [-2.61, -1.35, 1.61], [-3.15, -0.09, 1.41], [-3.73, 0.22, 0.19], [-4.43, 1.83, -0.12], [-3.00, 2.91, 0.22], [-1.85, 2.67, -0.75], [-1.16, 1.43, -0.45], [-0.80, 0.55, -1.40], [-1.13, 0.63, -2.56], [0.04, -0.61, -0.86], [1.41, -0.19, -0.63], [2.47, -1.00, -0.89], [2.40, -2.09, -1.42], [3.71, -0.37, -0.38], [4.99, -0.89, -0.51], [6.05, -0.19, 0.04], [5.85, 1.00, 0.71], [4.57, 1.53, 0.84], [3.52, 0.83, 0.29], [1.79, 1.24, 0.22], [1.11, 1.19, 1.48], [1.57, 2.39, -0.59], [-3.81, -0.74, -0.81], [-3.28, -2.00, -0.59], [-1.18, -3.79, 0.19], [-2.77, -4.45, 0.55], [-1.76, -3.82, 1.86], [-2.15, -1.58, 2.56], [-3.12, 0.64, 2.20], [-3.39, 3.92, 0.10], [-2.68, 2.76, 1.25], [-2.21, 2.59, -1.77], [-1.14, 3.50, -0.69], [-0.76, 1.35, 0.48], [-0.39, -0.97, 0.08], [0.06, -1.42, -1.59], [5.13, -1.82, -1.04], [7.05, -0.59, -0.05], [6.68, 1.53, 1.14], [4.39, 2.46, 1.36], [-4.28, -0.50, -1.75], [-3.33, -2.74, -1.37]], "lowdin_charge": [-0.047, -0.300, -0.055, -0.107, -0.555, 0.929, -0.440, -0.218, 0.045, -0.493, 0.085, -0.042, -0.094, -0.424, 0.126, -0.118, 0.016, -0.049, -0.052, -0.025, -0.198, 0.753, -0.267, -0.241, -0.099, -0.042, 0.080, 0.082, 0.075, 0.113, 0.108, 0.072, 0.070, 0.121, 0.124, 0.102, 0.123, 0.143, 0.127, 0.111, 0.111, 0.124, 0.108, 0.119]}



no.,calculated total energy (Ha)
1,-287.4086
2,-397.8117
3,-1884.0271
4,-680.1166
5,-211.4745
6,-1903.5899